# 1
ORCA calculation (ωB97M-V/def2-TZVPD) on a structure of composition C37H25AsBr4FN2O2Pt.

XYZ file:
```
73
C37H25AsBr4FN2O2Pt ωB97M-V/def2-TZVPD
Pt 1.6073 -0.3418 -0.4549
Br 4.5793 6.0118 -0.7320
C 4.3702 4.1400 -0.9089
C 5.4130 3.3412 -1.3504
Br 7.0906 4.1112 -1.7734
C 5.2227 1.9637 -1.4784
Br 6.6014 0.8219 -2.1017
C 4.0111 1.3246 -1.1633
O 3.8315 0.0550 -1.2754
C 2.9428 2.1647 -0.6845
O 1.7542 1.6318 -0.4048
C 3.1474 3.5352 -0.5875
Br 1.6570 4.5781 -0.0404
F 0.1126 -5.6095 3.4232
C 0.4531 -4.3584 3.0155
C 1.7817 -4.0725 2.7733
C 2.1168 -2.7951 2.3483
C 1.1467 -1.8084 2.1493
C 1.5081 -0.4723 1.6087
C -0.1807 -2.1415 2.4278
C -0.5375 -3.4116 2.8617
H 2.5319 -4.8389 2.9197
H 3.1552 -2.5537 2.1475
H 2.5282 -0.1994 1.8901
H 0.8280 0.2991 1.9630
H -0.9447 -1.3847 2.2995
H -1.5661 -3.6703 3.0783
C -6.6353 0.5139 -1.1086
C -6.0291 1.4168 -0.2468
C -4.6731 1.3133 0.0350
C -3.9035 0.3047 -0.5392
C -4.5260 -0.6005 -1.3953
C -5.8792 -0.4964 -1.6858
As -1.9663 0.0784 -0.2586
C -1.7759 1.2038 1.3183
C -2.5257 0.8927 2.4515
C -2.3381 1.5937 3.6343
C -1.3887 2.6057 3.6942
C -0.6319 2.9100 2.5715
C -0.8213 2.2117 1.3848
C -1.3912 1.3128 -1.6630
C -0.4539 0.8725 -2.5898
C 0.0208 1.7222 -3.5802
C -0.4456 3.0251 -3.6498
C -1.3950 3.4696 -2.7381
C -1.8679 2.6162 -1.7534
H -7.6928 0.5962 -1.3275
H -6.6125 2.2086 0.2075
H -4.2129 2.0261 0.7079
H -3.9420 -1.3961 -1.8461
H -6.3441 -1.2059 -2.3595
H -3.2682 0.1014 2.4101
H -2.9273 1.3460 4.5090
H -1.2340 3.1489 4.6185
H 0.1268 3.6818 2.6101
H -0.1910 2.4316 0.5338
H -0.0769 -0.1437 -2.5264
H 0.7699 1.3719 -4.2790
H -0.0633 3.6990 -4.4062
H -1.7567 4.4894 -2.7857
H -2.5959 2.9779 -1.0364
N 5.0954 -5.4261 -1.6563
C 4.1008 -4.9029 -1.4181
C 2.8331 -4.2981 -1.1155
C 1.7072 -5.0966 -0.9224
C 0.5056 -4.4832 -0.6329
C 0.4608 -3.1034 -0.5299
N 1.5490 -2.3452 -0.7003
C 2.7230 -2.9191 -0.9974
H 1.7883 -6.1725 -0.9978
H -0.3935 -5.0604 -0.4705
H -0.4482 -2.5677 -0.2931
H 3.5647 -2.2446 -1.1271
```

## Properties
molar mass: 1138.23 g/mol
spin multiplicity: 1
total charge: -1
HOMO: -4.10 eV

Just the Löwdin charges please, in e? Sure, here they are: number 1, Pt, carries 1.0457; number 2, Br, carries 0.6546; number 3, C, carries -0.7801; number 4, C, carries -0.7732; number 5, Br, carries 0.6582; number 6, C, carries -0.6477; number 7, Br, carries 0.7100; number 8, C, carries -0.4665; number 9, O, carries -0.2180; number 10, C, carries -0.3816; number 11, O, carries -0.3258; number 12, C, carries -0.6229; number 13, Br, carries 0.7673; number 14, F, carries 0.0293; number 15, C, carries -0.3004; number 16, C, carries -0.0183; number 17, C, carries -0.0506; number 18, C, carries -0.3169; number 19, C, carries -0.2050; number 20, C, carries -0.0545; number 21, C, carries -0.0157; number 22, H, carries 0.1162; number 23, H, carries 0.1205; number 24, H, carries 0.0669; number 25, H, carries 0.0363; number 26, H, carries 0.0815; number 27, H, carries 0.1150; number 28, C, carries -0.1055; number 29, C, carries -0.0912; number 30, C, carries -0.1173; number 31, C, carries -0.3903; number 32, C, carries -0.1330; number 33, C, carries -0.1014; number 34, As, carries 1.3335; number 35, C, carries -0.4229; number 36, C, carries -0.1551; number 37, C, carries -0.0955; number 38, C, carries -0.0922; number 39, C, carries -0.0773; number 40, C, carries -0.1272; number 41, C, carries -0.3971; number 42, C, carries -0.1579; number 43, C, carries -0.0801; number 44, C, carries -0.0864; number 45, C, carries -0.0865; number 46, C, carries -0.1060; number 47, H, carries 0.0952; number 48, H, carries 0.0985; number 49, H, carries 0.0940; number 50, H, carries 0.0882; number 51, H, carries 0.0962; number 52, H, carries 0.1019; number 53, H, carries 0.0964; number 54, H, carries 0.0966; number 55, H, carries 0.0849; number 56, H, carries 0.0423; number 57, H, carries 0.0670; number 58, H, carries 0.1055; number 59, H, carries 0.1006; number 60, H, carries 0.1003; number 61, H, carries 0.0989; number 62, N, carries 0.1601; number 63, C, carries -0.1737; number 64, C, carries -0.1950; number 65, C, carries -0.0084; number 66, C, carries -0.0301; number 67, C, carries -0.1146; number 68, N, carries -0.1234; number 69, C, carries -0.0431; number 70, H, carries 0.1230; number 71, H, carries 0.1154; number 72, H, carries 0.0679; number 73, H, carries 0.1201

---

# 2
ORCA calculation (ωB97M-V/def2-TZVPD) on a structure of composition C16H13CaCl4N4O5 in a non-equilibrium geometry.

XYZ file:
```
43
C16H13CaCl4N4O5 ωB97M-V/def2-TZVPD
Ca -0.3287 0.7338 -0.3773
N -2.4778 1.6008 -1.0539
C -2.4491 1.8684 -2.5076
C -1.0339 2.0709 -3.0897
O -0.9783 2.5412 -4.2273
O -0.0616 1.7172 -2.3370
H -3.4069 1.4017 -0.7174
H -2.1255 2.4067 -0.5276
H -3.0313 2.7446 -2.7985
H -2.8654 1.0058 -3.0305
Cl -1.3568 2.1904 6.5205
C -1.1097 2.3922 4.8016
C -0.9634 3.6449 4.2560
Cl -1.0246 5.0689 5.2691
C -0.7572 3.7832 2.8648
Cl -0.5566 5.3624 2.1478
C -0.6827 2.6890 1.9991
O -0.4591 2.7845 0.7244
C -0.8720 1.3538 2.5784
O -0.8562 0.3312 1.7896
C -1.0584 1.2600 3.9611
Cl -1.2473 -0.3509 4.6202
N 2.2740 -2.1429 1.6641
C 3.4689 -1.4523 1.6472
C 3.2254 -0.3528 0.8905
N 1.9196 -0.3521 0.4417
C 1.3808 -1.4484 0.9335
H 2.0716 -2.9909 2.1578
H 4.3462 -1.7957 2.1661
H 3.9022 0.4471 0.6387
H 0.3569 -1.7702 0.7862
O -0.8536 -1.2876 -1.2369
N -0.1390 -2.1588 -1.9869
C -0.6044 -3.4486 -2.1139
C 0.1351 -4.3903 -2.7714
C 1.3824 -4.0756 -3.3676
C 1.7699 -2.7055 -3.3012
C 1.0224 -1.7838 -2.6328
H -1.5630 -3.6168 -1.6482
H -0.2825 -5.3899 -2.8279
H 1.9636 -4.8146 -3.9005
H 2.6632 -2.3405 -3.7949
H 1.2627 -0.7306 -2.6094
```

## Properties
molar mass: 523.19 g/mol
spin multiplicity: 2
total charge: -2
HOMO (spin up / spin down): 0.45 / -1.28 eV

Just the Löwdin charges please, in e? Sure, here they are: number 1, Ca, carries 1.3936; number 2, N, carries -0.0717; number 3, C, carries -0.1825; number 4, C, carries -0.6902; number 5, O, carries -0.0365; number 6, O, carries -0.2085; number 7, H, carries 0.0768; number 8, H, carries 0.0576; number 9, H, carries 0.0980; number 10, H, carries 0.1099; number 11, Cl, carries 0.5603; number 12, C, carries -0.7376; number 13, C, carries -0.7357; number 14, Cl, carries 0.5601; number 15, C, carries -0.6230; number 16, Cl, carries 0.6088; number 17, C, carries -0.4285; number 18, O, carries -0.2463; number 19, C, carries -0.4299; number 20, O, carries -0.2564; number 21, C, carries -0.6187; number 22, Cl, carries 0.5948; number 23, N, carries 0.0592; number 24, C, carries -0.1203; number 25, C, carries -0.1484; number 26, N, carries 0.0198; number 27, C, carries -0.2009; number 28, H, carries 0.1430; number 29, H, carries 0.0915; number 30, H, carries 0.0940; number 31, H, carries 0.1164; number 32, O, carries -0.3550; number 33, N, carries -0.2403; number 34, C, carries -0.1021; number 35, C, carries -0.1587; number 36, C, carries -0.1752; number 37, C, carries -0.1403; number 38, C, carries -0.0841; number 39, H, carries 0.0964; number 40, H, carries 0.0757; number 41, H, carries 0.0497; number 42, H, carries 0.0815; number 43, H, carries 0.1038

---

# 3
ORCA calculation (ωB97M-V/def2-TZVPD) on a cluster of 19 separate species, H38O19 in total in a non-equilibrium geometry.

XYZ file:
```
57
H38O19 ωB97M-V/def2-TZVPD
O -0.2409 0.4523 3.5619
H 0.6350 0.4109 3.1645
H -0.4401 -0.4426 3.8851
O -0.7356 3.8389 -0.5645
H -0.8592 2.9229 -0.9464
H -1.7024 3.8755 -0.2361
O -1.2568 1.3115 -1.2347
H -0.7036 0.6260 -1.6382
H -1.3361 0.9268 -0.3035
O -0.1435 -2.4351 3.1600
H 0.3652 -3.2165 3.5051
H 0.3230 -2.3468 2.3153
O 1.8845 3.2556 -2.2803
H 1.0809 3.3558 -1.7417
H 1.4988 2.8571 -3.0383
O 0.9051 4.0458 1.5684
H 1.5533 4.7548 1.6495
H 0.2169 4.1105 0.8727
O -1.8479 0.2767 1.2727
H -1.3298 0.4555 2.0943
H -2.6615 -0.2438 1.3712
O -0.8887 -0.8132 -3.3533
H -0.0808 -1.2834 -3.0911
H -0.6450 -0.5693 -4.2275
O -1.8987 3.1406 3.0808
H -1.1419 3.6909 3.0015
H -1.5938 2.2422 3.2879
O 2.8378 0.8890 -1.0243
H 3.7758 0.8054 -1.2895
H 2.5908 1.7744 -1.3075
O 4.5003 -2.2337 -1.0094
H 4.5164 -3.1565 -1.2368
H 4.4527 -1.7987 -1.9000
O 0.3008 -1.4541 0.7001
H -0.6218 -1.1483 0.8572
H 0.8735 -0.6986 0.6457
O -2.8133 -2.8839 -2.9055
H -2.3838 -2.0762 -3.2122
H -3.5862 -3.0966 -3.3856
O -2.8221 -2.3851 1.3687
H -2.0871 -2.4389 1.9693
H -2.9270 -3.2979 1.0070
O 1.7027 -1.4835 -2.6007
H 1.7769 -2.0408 -1.7825
H 1.9965 -0.5795 -2.3577
O 1.8003 1.4347 1.6990
H 1.2392 2.2588 1.6124
H 2.4159 1.5258 0.9564
O -1.2521 -4.1413 -0.9425
H -0.5506 -4.4987 -1.4446
H -1.6106 -3.3162 -1.4105
O 1.9946 -3.2210 -0.5196
H 1.2718 -2.9995 0.0698
H 2.7472 -2.7531 -0.1879
O -3.1449 2.9053 0.7014
H -3.0684 2.1056 0.1563
H -2.8822 2.8033 1.6383
```

## Properties
molar mass: 342.29 g/mol
spin multiplicity: 1
total charge: 0
HOMO: -10.76 eV

Just the Löwdin charges please, in e? Sure, here they are: number 1, O, carries -0.0477; number 2, H, carries 0.0288; number 3, H, carries 0.0472; number 4, O, carries -0.1295; number 5, H, carries 0.0040; number 6, H, carries 0.0732; number 7, O, carries -0.0727; number 8, H, carries 0.0302; number 9, H, carries 0.0403; number 10, O, carries -0.0714; number 11, H, carries 0.0884; number 12, H, carries 0.0058; number 13, O, carries -0.0221; number 14, H, carries 0.0312; number 15, H, carries 0.0382; number 16, O, carries -0.0711; number 17, H, carries 0.0655; number 18, H, carries 0.0076; number 19, O, carries -0.0731; number 20, H, carries 0.0357; number 21, H, carries 0.0723; number 22, O, carries -0.0411; number 23, H, carries 0.0142; number 24, H, carries 0.0421; number 25, O, carries -0.0227; number 26, H, carries 0.0236; number 27, H, carries 0.0316; number 28, O, carries -0.0577; number 29, H, carries 0.0763; number 30, H, carries 0.0011; number 31, O, carries -0.0563; number 32, H, carries 0.0405; number 33, H, carries 0.0721; number 34, O, carries -0.0575; number 35, H, carries 0.0344; number 36, H, carries 0.0379; number 37, O, carries -0.0410; number 38, H, carries 0.0069; number 39, H, carries 0.0254; number 40, O, carries -0.0534; number 41, H, carries -0.0073; number 42, H, carries 0.0717; number 43, O, carries -0.0894; number 44, H, carries 0.0064; number 45, H, carries 0.0247; number 46, O, carries -0.0848; number 47, H, carries 0.0243; number 48, H, carries 0.0107; number 49, O, carries -0.0771; number 50, H, carries 0.0024; number 51, H, carries 0.0411; number 52, O, carries -0.0492; number 53, H, carries 0.0123; number 54, H, carries 0.0064; number 55, O, carries -0.0794; number 56, H, carries 0.0259; number 57, H, carries 0.0041

---

# 4
ORCA calculation (ωB97M-V/def2-TZVPD) on a cluster of 2 separate species, CH3NO4 in total in a non-equilibrium geometry.

XYZ file:
```
9
CH3NO4 ωB97M-V/def2-TZVPD
C 0.6006 0.0333 0.1900
N -0.8896 0.0175 0.0537
O -1.3408 1.1624 0.0693
O -1.4824 -1.0976 0.1270
O 1.2312 -1.0455 0.3407
O 1.0278 1.2145 0.2754
H -0.0528 -0.0199 -1.9263
H 0.7959 -1.9136 0.5417
H 0.1100 1.6489 0.3284
```

## Properties
molar mass: 93.04 g/mol
spin multiplicity: 1
total charge: 0
HOMO (spin up / spin down): -8.25 / -10.18 eV

Just the Löwdin charges please, in e? Sure, here they are: number 1, C, carries -0.4789; number 2, N, carries -0.3892; number 3, O, carries 0.0017; number 4, O, carries -0.0019; number 5, O, carries 0.2058; number 6, O, carries 0.1904; number 7, H, carries 0.1655; number 8, H, carries 0.1867; number 9, H, carries 0.1198

---

Which value of spin multiplicity does entry 1 give?
1

---

Which value of spin multiplicity does entry 4 give?
1